ORCA calculation (ωB97M-V/def2-TZVPD) on C16H31IrNP2 as an isolated structure at a distorted geometry.

Last column: Löwdin spin population.
Element x y z (Å)
P: 0.15806 -2.25724 1.52422  0.208
P: -0.08241 2.74976 1.91123  0.549
C: 0.65196 0.64319 0.34810  0.624
C: 1.00008 2.09948 0.53802  0.136
H: -0.29020 0.38052 -0.45221  0.080
H: 1.42524 -0.04295 0.02000  0.028
H: 2.09055 2.10898 0.69888  0.003
H: 0.67552 2.79956 -0.27345  0.033
C: -1.70675 3.31800 1.24022  0.097
H: -2.04461 4.21996 1.78311  0.001
H: -2.44893 2.54004 1.51456  0.013
H: -1.86863 3.54373 0.17371  0.013
C: 1.11415 4.12152 2.20022  0.088
H: 1.00432 4.95849 1.52249  0.017
H: 2.11972 3.71415 2.09399  0.001
H: 1.01622 4.47060 3.23164  0.005
C: -0.81909 -3.59237 0.67404  0.039
H: -0.93510 -4.49119 1.30751  0.007
H: -0.38507 -3.87712 -0.31242  0.000
H: -1.82383 -3.21998 0.44438  0.006
C: 1.90024 -2.86199 1.25847  0.035
H: 2.58880 -2.14746 1.73968  0.001
H: 2.17027 -2.94825 0.17611  0.001
H: 2.04401 -3.87822 1.70715  0.007
Ir: -0.95360 -0.38320 0.94354  1.957
C: 0.31692 1.44588 -2.10391  0.114
C: -1.00126 1.35113 -1.69616  0.110
C: -2.00620 0.54550 -2.46554  0.017
C: -1.57897 -0.90177 -2.67704  0.009
C: -0.76708 -1.49089 -1.56392  0.049
C: 0.58498 -1.54371 -1.57506  0.131
C: 1.40182 -0.82627 -2.65074  0.028
C: 1.03416 0.58669 -3.07886  0.015
C: -0.15826 -2.48430 3.36890  0.046
H: 1.01565 2.19276 -1.73151  0.008
H: -1.45085 2.05259 -0.96806  0.009
H: -2.21378 1.05141 -3.42216  0.005
H: -2.95076 0.47456 -1.93023  0.001
H: -2.50753 -1.48459 -2.75297  0.000
H: -0.99326 -1.02501 -3.60740  0.002
H: -1.33885 -2.01243 -0.81780  0.007
H: 1.15640 -2.35781 -1.10202  0.004
H: 1.39261 -1.48986 -3.54614  0.010
H: 2.46715 -0.72537 -2.33211  0.002
H: 1.99927 1.07043 -3.29542  0.001
H: 0.44757 0.60195 -4.01288  0.003
H: 0.69196 -2.04487 3.93266  0.002
H: -0.16736 -3.56911 3.50566  0.006
H: -1.18612 -2.06665 3.53238  0.007
N: -0.25481 0.42097 4.07148  0.287
C: -0.53432 0.26081 2.90569  0.179

Force components x, y, z for each atom (eV/Å):
P 0.730 -4.148 1.365
P 1.786 1.630 -1.301
C 2.095 1.327 -1.083
C -1.599 -1.524 0.464
H 0.672 0.957 -0.370
H 0.373 0.297 -0.038
H -0.591 0.621 0.273
H 0.520 -0.458 0.716
C -0.983 -0.191 0.795
H 0.436 -0.342 0.015
H 0.337 0.304 -0.144
H 0.803 -0.145 0.318
C -0.390 0.005 1.675
H -0.371 0.121 -0.265
H -0.192 -0.051 0.082
H 0.039 0.291 -0.162
C -0.057 -0.464 0.044
H 0.230 0.392 -0.288
H -0.077 0.145 0.867
H 0.019 -0.279 0.346
C 0.291 0.188 -0.199
H -0.116 -0.382 -0.166
H -0.224 0.113 1.129
H -0.370 0.898 -0.160
Ir -1.671 0.597 1.784
C -0.786 0.254 0.314
C 0.684 1.357 -1.571
C -0.159 -0.105 0.215
C 0.229 -0.208 -0.671
C 0.099 0.122 -0.218
C 0.294 -0.641 -1.866
C 0.704 -0.946 0.462
C -0.512 0.628 -1.279
C -0.038 -0.454 -1.309
H -0.696 -0.102 -0.028
H 0.709 -0.289 -0.594
H 0.018 -0.221 0.244
H -0.106 0.499 0.148
H 0.428 -0.074 -0.245
H -0.482 0.018 0.374
H -0.085 -0.617 -0.179
H -0.606 0.932 0.330
H 0.191 0.344 0.477
H -0.757 -0.706 -0.020
H -0.533 -0.017 -0.177
H 0.267 -0.198 0.149
H -0.962 -0.021 -0.197
H -0.020 0.086 0.230
H 1.242 -0.372 0.404
N -0.775 -0.202 -4.343
C -0.036 1.030 3.656

Maximum force   4.428 eV/A
HOMO level (alpha / beta)   -13.911 / -15.625 eV
Spin multiplicity   6
ΔE to the lowest compared entry with this formula, charge and spin   70.4 kcal per mole
Kohn-Sham gap (alpha / beta)   6.352 / 6.019 eV
Charge   +2
DFT total energy   -39974.17586 eV

---

ORCA calculation (ωB97M-V/def2-TZVPD) on C42H38N5O9PV as an isolated structure at a distorted geometry.

Last column: Löwdin spin population.
Element x y z (Å)
V: 0.16840 -0.00440 0.26036  1.848
C: -4.54581 -1.97667 -0.10213  0.000
O: -4.92127 -0.92099 0.78370  0.000
C: -5.11475 -1.31889 2.08884  0.000
C: -6.41526 -1.42884 2.55832  0.000
C: -6.67045 -1.81375 3.86148  0.000
C: -5.61014 -2.10810 4.70621  0.000
C: -4.31235 -2.00760 4.24288  0.000
C: -4.04227 -1.59110 2.94088  0.000
N: -2.67823 -1.56067 2.54447  0.000
C: -1.96955 -0.62129 1.86841  0.006
N: -2.59384 0.40675 1.29563  0.004
C: -1.98227 1.61116 0.87068  0.005
C: -0.59901 1.77045 0.77063  -0.022
C: -0.11743 3.06821 0.57250  0.008
C: -0.98436 4.13148 0.40090  -0.003
C: -2.36191 3.93814 0.38626  0.006
C: -2.87085 2.67823 0.63839  -0.002
O: -4.18902 2.35685 0.70069  -0.001
C: -5.13059 3.34790 0.32140  0.000
N: -0.64068 -0.71935 1.79201  0.009
C: -0.04197 -1.91914 2.26459  0.012
C: 0.58880 -2.00750 3.49421  0.007
C: 1.11413 -3.22314 3.91676  0.000
C: 0.96511 -4.34468 3.11967  0.006
C: 0.35193 -4.26324 1.87212  0.000
C: -0.12025 -3.04259 1.41625  0.007
O: -0.69421 -2.76980 0.20917  0.008
C: -0.67822 -3.72563 -0.85297  0.000
H: -4.41521 -1.52235 -1.08143  0.000
H: -5.33276 -2.73219 -0.15303  0.000
H: -3.60964 -2.44646 0.21396  0.000
H: -7.22195 -1.21531 1.87004  0.000
H: -7.69047 -1.90366 4.20699  0.000
H: -5.79460 -2.42037 5.72433  0.000
H: -3.48394 -2.24871 4.89868  0.000
H: -2.09275 -2.18042 3.08606  0.000
H: -3.60859 0.40207 1.24157  0.000
H: 0.94406 3.27193 0.56491  0.001
H: -0.58773 5.12704 0.24950  0.000
H: -3.01913 4.77432 0.19837  0.000
H: -6.10761 2.88305 0.41703  0.000
H: -4.97851 3.65774 -0.71495  0.000
H: -5.08093 4.21884 0.97812  0.000
H: 0.65591 -1.11859 4.10925  0.000
H: 1.62373 -3.29236 4.86736  0.000
H: 1.31972 -5.30732 3.46130  0.000
H: 0.24173 -5.16303 1.28447  0.000
H: -1.65804 -3.69681 -1.32532  0.000
H: -0.48460 -4.73716 -0.50612  0.000
H: 0.07638 -3.43810 -1.58458  0.000
C: 3.21854 -1.86661 1.57911  0.006
P: 2.48919 -0.62953 0.43966  0.032
C: 3.68667 0.70757 0.69946  0.006
C: 3.28870 1.75367 1.52936  0.005
C: 4.17960 2.77010 1.83626  0.001
C: 5.46841 2.73257 1.32904  0.000
C: 5.87532 1.67637 0.52520  0.001
C: 4.98881 0.66123 0.20445  0.000
C: 2.87111 -1.34757 -1.19187  0.001
C: 3.26594 -0.52944 -2.24889  -0.001
C: 3.44998 -1.05629 -3.51642  0.000
C: 3.24082 -2.40913 -3.74306  -0.001
C: 2.86609 -3.23386 -2.69356  0.000
C: 2.67567 -2.70698 -1.42468  -0.001
H: 4.23973 -2.06169 1.25138  0.000
H: 2.65234 -2.79491 1.61289  0.000
H: 3.24492 -1.43493 2.57843  0.000
H: 2.27845 1.75949 1.92763  0.004
H: 3.86227 3.59246 2.46215  0.000
H: 6.15989 3.53027 1.56286  0.000
H: 6.88951 1.63939 0.15107  0.000
H: 5.31003 -0.16174 -0.42174  0.000
H: 3.44428 0.52106 -2.07191  0.000
H: 3.75536 -0.40897 -4.32810  0.000
H: 3.38086 -2.82326 -4.73202  0.000
H: 2.72987 -4.29364 -2.86561  0.000
H: 2.39236 -3.36719 -0.61279  0.000
O: -1.03863 -0.02266 -3.30969  0.019
C: -0.17303 0.50582 -2.65953  0.007
O: 0.09128 0.12083 -1.41974  0.017
C: 0.65162 1.61342 -3.28113  0.000
C: 1.46383 2.46897 -2.54279  0.002
C: 2.16587 3.47264 -3.20207  0.000
C: 2.11010 3.62060 -4.57375  0.000
C: 1.29707 2.76197 -5.28185  0.000
C: 0.55895 1.77652 -4.65802  0.000
N: 1.22837 2.89800 -6.74655  0.000
O: 1.86784 3.79971 -7.24605  0.000
O: 0.54666 2.09386 -7.34538  0.000
N: 2.98717 4.40684 -2.43915  0.000
O: 2.70188 4.55874 -1.26833  0.000
O: 3.88443 4.97697 -3.02100  0.000
H: 1.56225 2.34930 -1.47569  0.002
H: 2.67469 4.39330 -5.07446  0.000
H: -0.08381 1.13274 -5.24194  0.000

Force components x, y, z for each atom (eV/Å):
V 0.619 0.955 2.708
C 0.054 -0.080 -0.148
O -0.035 -0.008 0.155
C 0.042 -0.107 -0.027
C -0.049 0.058 -0.015
C 0.026 -0.012 -0.038
C -0.015 -0.077 0.007
C 0.043 0.086 0.027
C -0.201 0.068 0.000
N 0.112 0.036 -0.134
C -0.647 0.135 0.498
N 0.038 -0.045 -0.042
C 0.219 0.349 0.165
C -0.081 0.278 0.044
C -0.174 0.197 0.019
C 0.189 0.026 -0.050
C -0.099 -0.052 0.000
C 0.072 -0.060 -0.026
O 0.070 -0.045 0.051
C -0.160 0.070 -0.010
N -0.727 -1.157 1.324
C -0.200 -0.375 0.163
C -0.135 -0.049 -0.080
C -0.012 -0.047 0.074
C -0.043 0.051 0.035
C -0.024 -0.093 -0.212
C 0.077 0.164 0.222
O 0.073 -0.030 0.056
C -0.075 -0.117 -0.155
H 0.021 -0.011 0.011
H -0.001 0.036 0.042
H -0.017 0.021 0.002
H 0.005 0.028 -0.023
H -0.008 0.026 0.024
H 0.019 -0.015 0.012
H 0.019 0.044 0.019
H 0.030 -0.088 -0.124
H 0.022 -0.152 0.004
H 0.139 -0.062 -0.122
H -0.011 0.014 -0.018
H -0.029 -0.009 0.035
H 0.013 0.005 0.001
H 0.050 -0.005 0.025
H 0.026 -0.030 0.009
H -0.005 0.004 0.012
H -0.032 -0.011 0.034
H 0.056 0.008 0.004
H 0.064 0.016 -0.041
H 0.016 0.026 0.027
H -0.033 0.024 0.033
H 0.002 0.010 0.049
C -0.192 0.028 -0.009
P 1.570 -0.475 0.208
C -0.276 0.110 -0.085
C -0.013 -0.055 -0.161
C -0.048 0.048 0.046
C -0.005 0.064 0.034
C 0.042 -0.073 -0.042
C -0.025 0.055 0.086
C -0.046 0.094 -0.058
C -0.058 -0.054 0.039
C -0.043 0.035 -0.021
C 0.015 -0.020 0.007
C 0.002 -0.046 -0.050
C 0.066 0.014 0.103
H -0.015 0.002 -0.020
H 0.001 -0.001 -0.009
H -0.015 -0.011 0.000
H 0.015 0.111 -0.003
H 0.016 0.020 0.028
H 0.023 0.005 -0.001
H 0.003 0.025 -0.027
H 0.004 0.006 -0.015
H -0.005 0.105 -0.039
H 0.020 0.001 -0.006
H 0.014 0.002 -0.015
H -0.025 -0.006 0.020
H -0.018 0.001 0.010
O 0.025 0.015 0.076
C -0.515 -0.372 -0.756
O 0.263 0.759 -4.606
C 0.204 0.055 0.493
C 0.031 -0.006 -0.109
C -0.425 -0.600 -0.280
C 0.186 0.282 -0.023
C -0.036 -0.151 0.405
C -0.173 -0.156 -0.224
N 0.012 0.036 -0.216
O -0.090 -0.102 0.029
O 0.049 0.083 0.036
N 0.227 0.272 0.216
O 0.012 -0.107 0.166
O -0.081 -0.062 -0.021
H -0.027 0.108 0.129
H 0.015 -0.011 -0.001
H 0.014 -0.021 0.040

Maximum force   4.676 eV/A
HOMO level (alpha / beta)   -10.665 / -10.658 eV
Spin multiplicity   3
Kohn-Sham gap (alpha / beta)   7.811 / 7.809 eV
Charge   +1
DFT total energy   -105014.87460 eV

---

ORCA calculation (ωB97M-V/def2-TZVPD) on one molecule with the formula C6H14O.

Last column: natural (NBO) charge in e.
Element x y z (Å)
C: -0.34402 1.98173 -0.31991  -0.607
C: 0.73355 0.89588 -0.29965  -0.225
C: 1.71469 1.10195 -1.45316  -0.599
C: 0.13028 -0.51245 -0.34889  -0.406
C: -0.69890 -0.87930 0.87671  0.099
C: -1.28044 -2.28577 0.78049  -0.626
O: 0.16597 -0.76380 2.00124  -0.729
H: 0.10721 2.97998 -0.29103  0.210
H: -1.02180 1.90488 0.53705  0.205
H: -0.94712 1.91472 -1.23583  0.198
H: 1.28465 0.97125 0.64552  0.214
H: 2.16943 2.09818 -1.40795  0.207
H: 1.20680 1.01222 -2.42257  0.197
H: 2.52321 0.36241 -1.42770  0.208
H: 0.93717 -1.25258 -0.43997  0.208
H: -0.49436 -0.61829 -1.24745  0.200
H: -1.53130 -0.16668 0.97436  0.153
H: -0.48041 -3.02339 0.65839  0.211
H: -1.96631 -2.37207 -0.06975  0.211
H: -1.83959 -2.53843 1.68975  0.204
H: -0.36872 -0.81043 2.80033  0.468

Force components x, y, z for each atom (eV/Å):
C -0.051 0.037 0.021
C 0.006 -0.004 0.031
C 0.056 -0.001 -0.043
C -0.009 -0.043 -0.027
C -0.150 -0.080 -0.310
C -0.020 -0.056 0.000
O -0.032 0.053 0.206
H -0.051 -0.142 -0.012
H 0.098 0.019 -0.125
H 0.089 -0.002 0.125
H -0.043 0.036 -0.129
H -0.064 -0.137 -0.010
H 0.051 0.004 0.134
H -0.123 0.088 -0.003
H -0.067 0.089 0.038
H 0.039 0.032 0.113
H 0.099 -0.042 0.015
H -0.071 0.110 0.017
H 0.096 0.041 0.106
H 0.075 0.045 -0.132
H 0.072 -0.046 -0.015

Maximum force   0.354 eV/A
HOMO level   -10.233 eV
Spin multiplicity   1
ΔE to the lowest compared entry with this formula, charge and spin   2.8 kcal per mole
Kohn-Sham gap   11.197 eV
DFT total energy   -8496.76966 eV

---

ORCA calculation (ωB97M-V/def2-TZVPD) on a 2-piece molecular cluster, C2H4O2S overall at a distorted geometry.

Last column: natural (NBO) charge in e.
Element x y z (Å)
C: -1.81360 -0.54888 0.14715  -0.577
C: 0.66010 0.40392 -0.46127  0.009
O: -4.30439 -0.15387 0.19747  -0.905
O: 0.78438 1.51141 0.32665  -0.642
S: -3.00686 0.47430 -0.11596  1.104
H: -1.59032 -1.54516 0.02871  0.189
H: -0.20510 0.40013 -1.12310  0.184
H: 1.20327 -0.44643 -0.38812  0.155
H: 1.65326 1.49065 0.68062  0.481

Force components x, y, z for each atom (eV/Å):
C 0.311 2.940 -0.909
C -3.876 2.848 -0.275
O -0.491 0.379 -0.414
O -0.627 -1.098 -1.365
S 0.628 -1.225 1.067
H 0.126 -2.179 0.344
H 0.634 0.413 -0.066
H 2.052 -2.222 0.690
H 1.244 0.145 0.928

Maximum force   4.818 eV/A
HOMO level (alpha / beta)   -9.244 / -8.097 eV
Spin multiplicity   1
ΔE to the lowest compared entry with this formula, charge and spin   146.9 kcal per mole
Kohn-Sham gap (alpha / beta)   9.244 / 7.096 eV
DFT total energy   -17062.89960 eV